Record 1
The following is a DFT calculation (ωB97M-V/def2-TZVPD) of C22H70N2O14STa as an isolated structure in a non-equilibrium geometry.

Geometry as ORCA input:
```
! RIJCOSX wB97M-V def2-TZVPD def2/J DEFGRID3
* xyz -1 1
C 5.720 3.848 -0.211
C 5.296 2.707 -0.862
C 5.799 1.363 -0.495
Ta 5.297 -0.264 -2.020
C 3.324 -0.780 -0.951
C 2.564 -1.906 -1.632
C 1.138 -1.970 -1.098
C 0.322 -0.934 -1.842
S -1.013 -0.253 -0.790
C -0.602 1.418 -0.817
N -1.231 2.448 -1.193
N -0.372 3.526 -0.982
C 0.700 3.040 -0.519
O 0.635 1.717 -0.368
H 6.437 4.525 -0.626
H 5.403 4.075 0.787
H 4.581 2.765 -1.663
H 5.545 1.104 0.521
H 6.872 1.484 -0.488
H 6.251 -1.517 -1.016
H 5.029 -1.573 -3.308
H 4.286 0.933 -3.043
H 6.819 0.227 -2.982
H 2.708 0.102 -0.901
H 3.660 -1.089 0.022
H 2.569 -1.726 -2.691
H 3.045 -2.842 -1.448
H 1.070 -1.738 -0.052
H 0.704 -2.940 -1.277
H -0.160 -1.289 -2.725
H 0.986 -0.132 -2.086
H 1.607 3.519 -0.250
C 2.998 -1.734 3.461
O 3.651 -2.470 2.431
H 3.172 -0.677 3.270
H 1.931 -1.930 3.451
H 3.403 -1.994 4.444
H 3.500 -3.401 2.595
C -3.988 2.024 0.920
O -3.111 1.068 1.536
H -5.008 1.688 1.068
H -3.871 3.006 1.376
H -3.786 2.095 -0.151
H -2.213 1.374 1.401
C 4.136 -6.025 -2.104
O 4.485 -4.820 -1.441
H 3.877 -5.768 -3.127
H 4.975 -6.730 -2.119
H 3.274 -6.507 -1.629
H 4.718 -5.032 -0.537
C -3.861 -2.823 -0.374
O -4.036 -2.153 -1.619
H -4.613 -3.600 -0.291
H -2.866 -3.278 -0.322
H -3.980 -2.120 0.455
H -3.350 -1.482 -1.656
C -0.938 -4.940 1.646
O 0.054 -5.379 0.724
H -0.575 -5.151 2.649
H -1.109 -3.865 1.539
H -1.878 -5.477 1.486
H -0.272 -5.187 -0.157
C -0.809 7.259 -2.323
O -0.121 6.484 -3.290
H -0.623 8.307 -2.549
H -1.887 7.075 -2.362
H -0.446 7.048 -1.312
H -0.290 5.555 -3.083
C -6.090 5.500 0.412
O -6.085 4.275 1.125
H -5.426 5.389 -0.442
H -7.093 5.747 0.048
H -5.726 6.322 1.037
H -6.674 4.378 1.884
C -7.480 5.622 4.816
O -7.225 4.783 3.689
H -7.118 6.615 4.570
H -8.550 5.676 5.031
H -6.950 5.259 5.698
H -7.540 3.902 3.900
C 1.362 4.166 -5.203
O 1.490 2.961 -4.441
H 2.224 4.220 -5.861
H 0.451 4.148 -5.810
H 1.351 5.047 -4.561
H 0.731 2.914 -3.866
C -6.404 -5.874 0.619
O -5.551 -5.182 1.528
H -5.940 -5.829 -0.362
H -6.523 -6.922 0.907
H -7.389 -5.402 0.565
H -5.956 -5.216 2.395
C 5.944 2.032 3.852
O 6.609 1.324 2.818
H 6.117 3.091 3.681
H 4.866 1.843 3.833
H 6.337 1.763 4.839
H 6.456 0.387 2.955
C 0.188 -4.315 5.617
O 0.529 -3.086 4.980
H 0.915 -4.485 6.406
H -0.811 -4.269 6.061
H 0.229 -5.150 4.912
H -0.111 -2.933 4.282
C -1.543 -2.988 -5.054
O -1.963 -2.248 -3.912
H -0.457 -3.013 -5.047
H -1.922 -4.014 -5.020
H -1.879 -2.511 -5.979
H -2.922 -2.220 -3.905
*
```

M in g mol⁻¹: 799.8
HOMO level in eV: -3.792
Frontier orbital gap in eV: 5.50
Largest force on an atom in Eh/bohr: 0.0445

Record 2
The following is a DFT calculation (ωB97M-V/def2-TZVPD) of C22H73Cd2N5O14 as an isolated structure in a non-equilibrium geometry.

Geometry as ORCA input:
```
! RIJCOSX wB97M-V def2-TZVPD def2/J DEFGRID3
* xyz 1 2
Cd 0.472 -4.768 1.298
Cd -2.346 -2.489 3.348
O -0.852 -3.031 1.856
C -1.049 -2.110 0.807
C -1.802 -0.717 1.115
O -2.814 -0.780 2.122
H -1.562 -2.623 -0.007
H -0.080 -1.846 0.382
H -2.166 -0.204 0.225
H -1.143 0.120 1.350
C -4.184 -5.374 -2.220
C -4.028 -4.460 -1.028
C -4.413 -2.980 -1.334
O -3.694 -2.407 -2.463
C -3.951 -1.066 -2.695
N -4.879 -5.111 0.008
H -3.547 -5.091 -3.059
H -5.203 -5.498 -2.586
H -3.813 -6.330 -1.849
H -3.001 -4.426 -0.667
H -4.220 -2.411 -0.424
H -5.482 -2.824 -1.480
H -4.830 -0.948 -3.328
H -3.087 -0.697 -3.248
H -4.042 -0.519 -1.756
H -5.796 -5.227 -0.400
H -5.146 -4.432 0.707
C 3.312 4.016 -3.350
C 1.920 3.519 -3.690
C 1.175 2.745 -2.550
O -0.216 2.553 -2.802
C -0.733 1.860 -1.714
N 1.011 4.594 -4.102
H 4.003 3.210 -3.102
H 3.266 4.737 -2.534
H 3.704 4.646 -4.148
H 1.901 2.890 -4.579
H 1.230 3.292 -1.609
H 1.741 1.818 -2.461
H -0.890 2.525 -0.866
H -0.432 0.902 -1.290
H -1.767 1.613 -1.956
H 1.126 4.885 -5.062
H 0.141 4.081 -4.124
C 2.518 5.831 2.455
C 3.238 4.660 1.622
C 2.434 3.375 1.525
O 2.822 2.517 0.428
C 2.456 1.108 0.370
N 3.696 5.116 0.359
H 2.579 5.648 3.528
H 1.507 6.004 2.087
H 3.005 6.806 2.484
H 4.123 4.439 2.218
H 1.402 3.716 1.440
H 2.645 2.842 2.452
H 2.885 0.626 -0.508
H 1.381 0.991 0.238
H 2.739 0.478 1.213
H 4.079 4.255 -0.004
H 2.942 5.231 -0.304
C 5.802 -4.081 0.075
C 5.477 -4.070 -1.449
C 4.813 -2.795 -1.944
O 3.576 -2.594 -1.327
C 2.847 -1.591 -1.981
N 6.770 -4.339 -2.112
H 6.538 -3.286 0.197
H 6.379 -4.970 0.332
H 4.967 -3.961 0.765
H 4.786 -4.883 -1.674
H 4.719 -2.841 -3.029
H 5.438 -1.935 -1.702
H 1.956 -1.389 -1.387
H 2.517 -1.987 -2.942
H 3.389 -0.666 -2.175
H 7.111 -5.250 -1.839
H 6.710 -4.279 -3.118
C -2.904 3.391 1.573
C -1.580 3.389 2.390
C -1.486 4.692 3.254
O -1.181 5.859 2.566
C -1.131 7.027 3.413
N -1.368 2.131 3.130
H -3.316 2.425 1.282
H -2.747 3.991 0.677
H -3.631 3.778 2.288
H -0.704 3.470 1.746
H -0.636 4.643 3.934
H -2.432 4.795 3.786
H -2.042 7.062 4.010
H -1.224 7.861 2.717
H -0.219 7.204 3.984
H -1.482 1.332 2.521
H -2.173 2.138 3.740
O -3.709 -3.773 2.349
H -4.628 -3.692 2.094
H -3.385 -4.519 1.844
O 1.072 -4.673 3.450
H 1.585 -5.119 4.125
H 1.154 -3.743 3.663
O -4.408 1.037 3.792
H -5.059 1.456 3.228
H -3.764 0.673 3.185
O 0.262 -4.921 -0.840
H 0.628 -5.674 -1.305
H -0.308 -4.497 -1.482
O -1.278 -3.743 -2.563
H -0.931 -3.397 -3.386
H -2.172 -3.404 -2.519
O -5.621 -0.859 1.333
H -5.808 0.057 1.129
H -4.666 -0.921 1.302
O 2.064 -3.469 0.840
H 2.734 -3.417 0.159
H 2.418 -2.955 1.566
*
```

M in g mol⁻¹: 856.7
HOMO level (spin up / spin down) in eV: -8.278 / -10.580
Frontier orbital gap (spin up / spin down) in eV: 3.78 / 6.44
Largest force on an atom in Eh/bohr: 0.0652

Record 3
The following is a DFT calculation (ωB97M-V/def2-TZVPD) of C22H9F12N5OReS2 as an isolated structure.

Geometry as ORCA input:
```
! RIJCOSX wB97M-V def2-TZVPD def2/J DEFGRID3
* xyz 2 2
Re 0.319 0.401 0.395
F -3.047 5.320 2.429
C -2.456 4.136 2.446
F -1.671 4.058 3.524
F -3.397 3.186 2.556
C -1.644 3.896 1.190
C -1.536 4.826 0.162
C -0.765 4.536 -0.956
C -0.129 3.310 -1.047
N -0.236 2.417 -0.060
C -0.949 2.711 1.040
S -0.719 1.295 2.107
H -2.043 5.778 0.248
H -0.656 5.260 -1.750
H 0.484 3.029 -1.894
S -3.398 -6.042 -0.779
N -3.583 -4.591 -1.443
C -2.670 -3.797 -0.906
C -2.472 -2.407 -1.225
C -3.232 -1.707 -2.168
C -2.948 -0.376 -2.403
C -1.918 0.233 -1.701
N -1.180 -0.420 -0.795
C -1.451 -1.732 -0.548
C -0.630 -2.397 0.451
N 0.314 -1.638 1.068
C 1.111 -2.220 1.962
C 1.021 -3.574 2.280
C 0.055 -4.350 1.678
C -0.801 -3.753 0.742
C -1.850 -4.454 0.048
N -2.169 -5.729 0.207
H -4.027 -2.217 -2.696
H -3.509 0.198 -3.125
H -1.664 1.268 -1.871
H 1.829 -1.584 2.459
H 1.703 -3.988 3.007
H -0.061 -5.400 1.913
F 5.323 0.095 0.844
C 4.060 -0.264 0.782
F 3.496 -0.031 1.977
F 3.993 -1.580 0.576
C 3.259 0.555 -0.306
O 2.073 1.021 0.238
C 4.053 1.846 -0.702
F 3.274 2.649 -1.429
F 5.132 1.536 -1.401
F 4.389 2.500 0.400
C 2.879 -0.261 -1.597
F 3.689 -1.241 -1.900
F 1.622 -0.821 -1.377
F 2.736 0.516 -2.652
*
```

M in g mol⁻¹: 837.7
HOMO level (spin up / spin down) in eV: -15.280 / -15.281
Frontier orbital gap (spin up / spin down) in eV: 7.13 / 7.31
Largest force on an atom in Eh/bohr: 0.0163
Relative energy (zero: lowest compared OMol25 entry of this formula, charge and spin) in kcal/mol: 0.0

Record 4
The following is a DFT calculation (ωB97M-V/def2-TZVPD) of C22H9F4N4O8Ru as an isolated structure.

Geometry as ORCA input:
```
! RIJCOSX wB97M-V def2-TZVPD def2/J DEFGRID3
* xyz -2 2
Ru 0.123 -0.850 0.178
C -0.487 -1.947 -3.365
C 0.810 -1.633 -2.645
C 2.013 -2.220 -3.361
O 0.714 -2.251 -1.330
C 0.987 -0.100 -2.491
O 1.163 0.553 -3.506
O 0.896 0.360 -1.294
H -0.544 -3.011 -3.599
H -0.527 -1.366 -4.285
H -1.347 -1.685 -2.746
H 1.900 -3.301 -3.458
H 2.933 -2.003 -2.814
H 2.094 -1.768 -4.347
H 1.610 -2.344 -0.937
O 1.906 -5.798 3.379
C 1.595 -4.806 2.776
C 2.551 -3.833 2.081
O 3.755 -3.936 2.026
C 1.688 -2.787 1.506
C 0.346 -3.079 1.750
O -0.607 -2.308 1.287
C 0.171 -4.316 2.501
O -0.847 -4.875 2.842
O 2.049 -1.772 0.798
F -2.963 0.898 2.023
C -3.074 1.861 2.965
C -4.250 2.578 3.004
F -5.191 2.248 2.099
C -4.506 3.595 3.940
C -3.430 3.800 4.821
C -2.251 3.088 4.768
F -1.285 3.415 5.645
C -2.015 2.076 3.842
C -0.759 1.312 3.778
C -0.279 0.865 2.597
N 0.142 0.551 1.542
C -0.027 0.958 4.945
N 0.568 0.658 5.885
F -3.513 4.762 5.760
C -5.732 4.346 3.987
C -6.750 4.225 3.015
N -7.620 4.184 2.251
C -6.031 5.276 5.008
N -6.346 6.046 5.814
C -1.557 -0.385 -0.368
H -2.447 -0.824 0.088
H -1.756 0.346 -1.158
*
```

M in g mol⁻¹: 634.4
HOMO level (spin up / spin down) in eV: -2.264 / -2.249
Frontier orbital gap (spin up / spin down) in eV: 5.33 / 4.36
Largest force on an atom in Eh/bohr: 0.0078
Relative energy (zero: lowest compared OMol25 entry of this formula, charge and spin) in kcal/mol: 0.0

Record 5
The following is a DFT calculation (ωB97M-V/def2-TZVPD) of C23H11F15LuN3O as an isolated structure.

Geometry as ORCA input:
```
! RIJCOSX wB97M-V def2-TZVPD def2/J DEFGRID3
* xyz 0 1
Lu -0.191 0.388 0.328
C -1.862 3.170 0.518
N -1.463 2.275 -0.577
C -0.614 2.997 -1.560
C 0.810 3.071 -1.059
N 1.245 1.729 -0.706
C 2.430 1.251 -1.211
C 3.076 1.559 -2.418
F 2.540 2.445 -3.279
C 4.257 0.948 -2.809
F 4.817 1.296 -3.966
C 4.845 -0.036 -2.034
F 5.976 -0.629 -2.423
C 4.223 -0.405 -0.853
F 4.743 -1.358 -0.083
C 3.061 0.235 -0.483
F 2.445 -0.158 0.672
C -2.663 1.744 -1.269
C -2.312 0.519 -2.097
N -1.593 -0.366 -1.203
C -1.751 -1.729 -1.320
C -1.776 -2.456 -0.127
F -1.755 -1.728 1.026
C -1.870 -3.827 -0.050
F -1.904 -4.443 1.129
C -1.947 -4.553 -1.230
F -2.035 -5.883 -1.198
C -1.929 -3.879 -2.442
F -1.988 -4.569 -3.579
C -1.821 -2.497 -2.483
F -1.768 -1.891 -3.679
H -2.465 4.008 0.148
H -2.445 2.614 1.252
H -0.983 3.571 1.021
H -0.629 2.433 -2.492
H -1.050 3.984 -1.758
H 1.447 3.562 -1.791
H 0.842 3.731 -0.180
H -3.375 1.445 -0.497
H -3.131 2.540 -1.863
H -3.244 0.074 -2.462
H -1.744 0.790 -2.995
F 1.061 -2.763 6.280
C 0.689 -1.904 5.329
C 0.090 -0.700 5.668
F -0.111 -0.409 6.952
C -0.303 0.204 4.692
F -0.878 1.348 5.066
C -0.108 -0.075 3.341
O -0.466 0.747 2.369
C 0.501 -1.292 3.042
F 0.706 -1.568 1.713
C 0.899 -2.206 3.993
F 1.473 -3.352 3.637
*
```

M in g mol⁻¹: 805.3
HOMO level in eV: -8.178
Frontier orbital gap in eV: 8.02
Largest force on an atom in Eh/bohr: 0.0140
Relative energy (zero: lowest compared OMol25 entry of this formula, charge and spin) in kcal/mol: 6.1

Record 6
The following is a DFT calculation (ωB97M-V/def2-TZVPD) of C23H13GdN7O7S as an isolated structure in a non-equilibrium geometry.

Geometry as ORCA input:
```
! RIJCOSX wB97M-V def2-TZVPD def2/J DEFGRID3
* xyz 1 8
Gd 0.529 0.209 0.461
O -0.172 -0.454 2.425
C 0.976 -0.010 2.727
O 1.318 1.127 2.270
C 2.076 -0.977 3.071
C 2.580 -1.248 4.325
C 3.664 -2.095 4.416
C 4.253 -2.644 3.311
C 3.706 -2.374 2.063
C 2.610 -1.548 1.894
O 2.066 -1.221 0.711
N 4.352 -2.995 0.896
O 5.550 -3.156 0.953
O 3.645 -3.293 -0.043
N 4.220 -2.402 5.746
O 3.661 -1.909 6.703
O 5.192 -3.119 5.796
H 2.165 -0.811 5.223
H 5.121 -3.280 3.410
N -3.573 1.671 -0.999
C -3.956 0.362 -1.001
C -5.140 -0.253 -1.324
C -5.180 -1.642 -1.211
C -4.060 -2.400 -0.778
C -2.877 -1.803 -0.454
C -2.786 -0.385 -0.566
N -1.759 0.409 -0.327
C -2.227 1.764 -0.586
C -1.455 2.862 -0.424
C -1.827 4.247 -0.466
S -0.468 5.222 -0.116
C 0.491 3.811 0.095
N -0.090 2.676 -0.093
H -4.168 2.454 -1.212
H -6.009 0.301 -1.650
H -6.094 -2.163 -1.456
H -4.163 -3.472 -0.699
H -2.032 -2.384 -0.101
H -2.794 4.675 -0.654
H 1.533 3.894 0.375
N -1.596 2.534 -6.123
C -1.016 2.014 -5.283
C -0.296 1.382 -4.203
C -0.679 0.121 -3.761
C -0.011 -0.411 -2.676
N 0.968 0.233 -2.028
C 1.371 1.414 -2.514
C 0.772 2.031 -3.595
H -1.472 -0.427 -4.248
H -0.257 -1.404 -2.312
H 2.216 1.875 -2.015
H 1.121 2.989 -3.952
*
```

M in g mol⁻¹: 688.7
HOMO level (spin up / spin down) in eV: -9.603 / -11.791
Frontier orbital gap (spin up / spin down) in eV: 5.31 / 5.25
Largest force on an atom in Eh/bohr: 0.0596
Relative energy (zero: lowest compared OMol25 entry of this formula, charge and spin) in kcal/mol: 162.2

Record 7
The following is a DFT calculation (ωB97M-V/def2-TZVPD) of C23H14BrClHfN5OS as an isolated structure.

Geometry as ORCA input:
```
! RIJCOSX wB97M-V def2-TZVPD def2/J DEFGRID3
* xyz 1 1
Hf 0.207 0.012 -0.244
Cl -2.209 -3.481 5.842
C -1.375 -2.742 4.520
C -0.036 -2.374 4.667
C 0.657 -1.777 3.631
C 0.002 -1.539 2.430
O 0.622 -0.934 1.422
C -1.340 -1.919 2.262
C -2.065 -1.749 1.037
N -1.638 -1.294 -0.105
C -2.554 -1.229 -1.213
C -3.769 -1.856 -1.272
C -4.606 -1.718 -2.400
C -4.210 -0.974 -3.470
C -2.942 -0.348 -3.458
C -2.451 0.394 -4.556
C -1.203 0.940 -4.506
C -0.441 0.766 -3.343
N -0.871 0.097 -2.288
C -2.112 -0.479 -2.331
C -2.028 -2.519 3.334
H 0.457 -2.558 5.612
H 1.691 -1.481 3.744
H -3.109 -2.043 1.106
H -4.115 -2.483 -0.462
H -5.564 -2.219 -2.405
H -4.843 -0.866 -4.341
H -3.076 0.513 -5.433
H -0.789 1.506 -5.328
H 0.551 1.193 -3.268
H -3.066 -2.806 3.224
N 3.873 -5.942 -3.634
C 3.337 -5.047 -3.155
C 2.665 -3.925 -2.552
C 3.198 -2.647 -2.646
C 2.517 -1.604 -2.050
N 1.363 -1.772 -1.388
C 0.860 -3.014 -1.302
C 1.471 -4.113 -1.865
H 4.127 -2.462 -3.165
H 2.905 -0.596 -2.100
H -0.063 -3.126 -0.750
H 1.029 -5.094 -1.766
S 1.956 1.748 -0.985
C 2.944 0.844 0.065
N 3.548 0.118 0.732
Br -1.279 1.807 0.728
*
```

M in g mol⁻¹: 702.3
HOMO level in eV: -11.627
Frontier orbital gap in eV: 7.25
Largest force on an atom in Eh/bohr: 0.0115
Relative energy (zero: lowest compared OMol25 entry of this formula, charge and spin) in kcal/mol: 19.2

Among the records above, which one has the highest M?
C22H73Cd2N5O14